Density functional theory data (wB97M-V/def2-TZVPD) for a cluster of 2 separate species, C8H8O4 in total.

Output
* relative energy (zero: lowest compared OMol25 entry of this formula, charge and spin): 98.2 kcal/mol
* E_HOMO: -10.630 eV

Atoms and positions in Å:
1 C -1.77153 3.43521 0.20618
2 C 0.36433 0.67915 2.47897
3 C 1.58903 0.88163 0.29161
4 C -0.02735 -0.86025 0.58378
5 C 0.30562 -0.66038 -0.93960
6 C 0.53013 0.42843 1.22475
7 C 0.54646 -2.14550 1.22869
8 C -0.70099 -0.27530 -1.93187
9 O -1.35578 3.89449 1.16961
10 O -2.04968 3.00035 -0.80994
11 O 2.50803 1.55950 0.53945
12 O 1.38381 0.35770 -0.95041
13 H -1.12825 -0.77594 0.64909
14 H 0.87313 -1.60839 -1.23340
15 H 0.42461 -2.07911 2.19273
16 H 1.59401 -2.28598 0.91405
17 H 0.00476 -2.94524 0.79054
18 H -1.39214 -1.07868 -1.70041
19 H -0.28877 -0.05916 -2.99433
20 H -1.40944 0.53746 -1.70950

Mulliken population analysis, charges in e, atoms 1 to 4: 0.70, -0.46, 0.42, 0.29

Density functional theory data (wB97M-V/def2-TZVPD) for a cluster of 6 separate species, C16H36B3O21P in total.

Output
* SMILES: O=P(O)(O)CB1OBOBO1.COC(=O)OC.COC(=O)OC.COC(=O)OC.COC(=O)OC.COC(=O)OC
* relative energy (zero: lowest compared OMol25 entry of this formula, charge and spin): 99.3 kcal/mol
* E_HOMO: -10.862 eV

Atoms and positions in Å:
1 O 2.08752 -0.76751 4.25541
2 P 2.95522 -0.21646 3.04493
3 O 4.00239 -1.56768 2.56251
4 O 4.03424 1.05253 3.60693
5 C 1.95094 0.25854 1.49154
6 B 0.34355 0.49581 1.74255
7 O -0.08233 1.67313 2.57739
8 B -0.81455 1.00681 3.71031
9 O -2.11193 0.35307 3.32583
10 B -1.67167 -0.71768 2.36603
11 O -0.74715 -0.39183 1.24549
12 H 3.50663 -2.37106 2.90825
13 H 4.10799 1.75380 2.88015
14 H 2.09154 -0.62590 0.70301
15 H 2.41030 1.22188 0.99093
16 H -0.36878 0.95833 4.82032
17 H -2.12321 -1.80929 2.54221
18 C 4.93204 -2.64445 -0.19049
19 O 5.81847 -2.80477 -1.29618
20 C 6.37541 -1.64876 -1.73749
21 O 6.17892 -0.53583 -1.27516
22 O 7.18886 -1.94555 -2.78232
23 C 7.84769 -0.81625 -3.35232
24 H 4.54551 -3.63122 0.07865
25 H 5.46390 -2.23540 0.67462
26 H 4.08573 -2.00590 -0.46362
27 H 8.49614 -0.33410 -2.61363
28 H 7.11792 -0.10468 -3.75189
29 H 8.47090 -1.16986 -4.17826
30 C -7.29142 -1.35776 -2.37147
31 O -6.75289 -0.29632 -1.58576
32 C -5.61938 -0.61903 -0.91323
33 O -5.05706 -1.70270 -0.93407
34 O -5.21989 0.47288 -0.21352
35 C -4.02970 0.27867 0.54808
36 H -8.19483 -0.98855 -2.86453
37 H -6.57933 -1.66615 -3.14377
38 H -7.56768 -2.20604 -1.73690
39 H -3.18719 0.03571 -0.10748
40 H -4.17564 -0.50414 1.29940
41 H -3.80351 1.21461 1.06621
42 C -6.76303 -5.99523 -6.33577
43 O -6.22451 -4.93379 -5.55006
44 C -5.09099 -5.25650 -4.87753
45 O -4.52868 -6.34017 -4.89837
46 O -4.69150 -4.16459 -4.17782
47 C -3.50132 -4.35880 -3.41622
48 H -7.66644 -5.62602 -6.82883
49 H -6.05094 -6.30362 -7.10807
50 H -7.03930 -6.84351 -5.70120
51 H -2.65881 -4.60176 -4.07178
52 H -3.64725 -5.14161 -2.66490
53 H -3.27513 -3.42286 -2.89809
54 C 6.48719 1.98361 -0.90175
55 O 7.31764 3.11263 -0.63780
56 C 7.80370 3.72031 -1.74945
57 O 7.58899 3.38287 -2.90315
58 O 8.57003 4.76848 -1.35509
59 C 9.15171 5.50659 -2.42800
60 H 6.15504 1.57678 0.05728
61 H 5.60270 2.28040 -1.47464
62 H 7.04892 1.20616 -1.42958
63 H 8.37375 5.94424 -3.06193
64 H 9.82001 4.86996 -3.01678
65 H 9.74242 6.31984 -1.99756
66 C -3.84702 2.74822 3.84803
67 O -4.21842 3.94596 4.52735
68 C -5.09807 3.76146 5.54394
69 O -5.56981 2.69264 5.89897
70 O -5.36190 4.97219 6.09710
71 C -6.27994 4.93148 7.18790
72 H -3.14161 3.01377 3.05591
73 H -3.34983 2.05401 4.53322
74 H -4.72197 2.27884 3.38679
75 H -5.88003 4.32456 8.00665
76 H -7.25214 4.54944 6.86014
77 H -6.41717 5.95318 7.55246

Mulliken population analysis, charges in e, atoms 1 to 4: -0.69, 1.04, -0.48, -0.52

Density functional theory data (wB97M-V/def2-TZVPD) for an isolated molecule of C4H7NO.

Output
* SMILES: CC1=NCCO1
* relative energy (zero: lowest compared OMol25 entry of this formula, charge and spin): 48.0 kcal/mol
* E_HOMO: -9.172 eV

Atoms and positions in Å:
1 C -1.96934 0.80900 0.11833
2 C -0.54587 0.38313 -0.01161
3 N 0.22066 0.59535 -1.01037
4 C 1.32456 -0.33104 -0.79282
5 C 1.34275 -0.53691 0.71941
6 O -0.06627 -0.37692 1.01205
7 H -2.60820 -0.06470 0.30071
8 H -2.27665 1.29333 -0.80907
9 H -2.09854 1.49172 0.96116
10 H 1.06271 -1.37592 -1.30020
11 H 2.09569 -0.50202 -1.51624
12 H 1.87021 0.16676 1.38545
13 H 1.64828 -1.55179 0.94321

Mulliken population analysis, charges in e, atoms 1 to 4: -0.99, 0.60, -0.52, -0.34

Density functional theory data (wB97M-V/def2-TZVPD) for a cluster of 6 separate species, C13H40N2O6 in total.

Output
* <S²>: 0.751
* total charge: +1
* E_HOMO (alpha / beta): -8.180 / -10.070 eV
* spin multiplicity: 2

Atoms and positions in Å:
1 O 2.47264 4.09072 -0.49054
2 H 2.38092 3.39815 -1.14897
3 H 2.30377 4.95339 -0.87642
4 H 3.38964 4.04742 -0.20977
5 O 4.49644 1.13076 -2.28958
6 H 5.08587 1.87453 -2.43446
7 H 3.60849 1.49442 -2.31930
8 H 4.57192 0.67695 -1.44699
9 O 2.57594 3.45673 -4.41369
10 H 3.50522 3.22464 -4.47829
11 H 2.45526 4.40730 -4.47234
12 H 2.45624 3.20917 -3.49391
13 O 2.31092 2.34466 -2.17724
14 H 1.53314 1.85386 -1.84755
15 C 1.15543 0.02691 1.03592
16 C 1.65201 1.37044 1.62455
17 C 0.80351 1.91560 2.77008
18 O -0.57364 2.32575 2.36112
19 C -1.51705 2.18532 3.48379
20 N 3.04031 1.23518 2.07882
21 H 1.47467 -0.88545 1.53971
22 H 1.62711 -0.03598 0.05527
23 H 0.09353 0.10351 0.80227
24 H 1.78260 2.09736 0.82291
25 H 1.08498 2.85084 3.25402
26 H 0.79012 1.17618 3.57082
27 H -2.58518 2.23602 3.27249
28 H -1.32432 2.85965 4.31820
29 H -1.40145 1.28159 4.08211
30 H 3.24250 2.01818 2.68389
31 H 3.68330 1.45608 1.33191
32 C -0.60366 -0.61931 -2.14236
33 C -1.53783 -1.69893 -1.44404
34 C -0.73867 -3.04302 -1.45664
35 C -1.39456 -4.14364 -0.59602
36 C -1.38168 -3.59879 0.87482
37 C -2.13542 -2.24123 0.98851
38 N -1.66140 -1.25049 -0.05200
39 O -2.20429 0.03116 0.13887
40 C -3.66338 -2.46707 1.01265
41 C -1.80564 -1.78886 2.41649
42 C -2.96817 -1.75494 -2.13579
43 H -0.90434 0.42291 -2.24950
44 H -0.53906 -0.88045 -3.19864
45 H 0.33130 -0.46708 -1.60313
46 H -0.81741 -3.48082 -2.45174
47 H 0.30518 -2.86807 -1.19610
48 H -0.83961 -5.07901 -0.52373
49 H -2.36535 -4.50113 -0.93934
50 H -0.35081 -3.53992 1.22401
51 H -1.97443 -4.37779 1.35433
52 H -3.94970 -3.25014 1.71473
53 H -4.24903 -1.60232 1.32461
54 H -4.00463 -2.81076 0.03616
55 H -2.33251 -0.88950 2.73533
56 H -1.89436 -2.57708 3.16412
57 H -0.81035 -1.35837 2.30613
58 H -3.71544 -1.13447 -1.64112
59 H -3.51725 -2.69653 -2.14051
60 H -2.94102 -1.23715 -3.09457
61 H -1.51135 0.52294 0.58561

Mulliken population analysis, charges in e, atoms 1 to 4: -0.70, 0.32, 0.45, 0.41